[1]
{
  "formula": "C5H6O",
  "method": "ωB97M-V with the def2-TZVPD basis set",
  "species": ["C", "C", "C", "C", "C", "O", "H", "H", "H", "H", "H", "H"],
  "coordinates": [[1.784303, 0.088328, 0.828790], [1.461208, -0.383316, -0.236623], [0.342863, -0.814418, -1.069881], [-0.595525, -0.491465, 0.170732], [-1.102815, 0.932499, 0.197897], [-0.870793, -1.335019, 0.988264], [2.118641, 0.432533, 1.775297], [0.231893, -0.215532, -1.989584], [0.317783, -1.880251, -1.313686], [-2.082033, 0.852078, -0.281183], [-0.473164, 1.608745, -0.385534], [-1.245833, 1.337814, 1.203406]],
  "forces_ev_per_angstrom": [[0.882, -0.192, -0.583], [0.462, 0.326, 0.654], [-0.356, -0.022, 0.491], [-0.784, -0.445, -0.678], [-0.133, 0.029, -0.046], [-0.084, 0.308, -0.551], [0.190, 0.102, 0.027], [-0.181, -0.113, 0.562], [0.135, 0.200, 0.192], [-0.068, 0.257, -0.014], [-0.123, -0.149, 0.070], [0.058, -0.299, -0.125]],
  "spin_multiplicity": 1,
  "orbital_gap_ev": 10.2600,
  "charge": 0,
  "e_above_lowest_kcal_mol": 57.03,
  "max_force_ev_per_a": 1.1,
  "smiles": "C#CCC(C)=O"
}

[2]
{
  "formula": "C37H48F5N5O2PS",
  "method": "ωB97M-V with the def2-TZVPD basis set",
  "species": ["C", "C", "C", "C", "C", "C", "C", "C", "C", "C", "P", "S", "O", "O", "C", "F", "F", "C", "F", "F", "F", "H", "H", "H", "H", "H", "H", "H", "H", "H", "H", "H", "H", "H", "H", "H", "H", "H", "H", "H", "H", "H", "H", "H", "N", "C", "C", "C", "C", "C", "H", "H", "H", "H", "H", "N", "C", "C", "C", "C", "C", "H", "H", "H", "H", "H", "N", "C", "C", "C", "C", "C", "H", "H", "H", "H", "H", "N", "C", "C", "C", "C", "C", "H", "H", "H", "H", "H", "N", "C", "C", "C", "C", "C", "H", "H", "H", "H", "H"],
  "coordinates": [[-6.329472, -0.823080, 1.394579], [-5.130678, -0.256951, 2.086490], [-4.706855, -0.877312, 3.408219], [-4.382142, 0.727979, 1.586232], [-2.871772, 0.527139, 1.574508], [-2.107510, 1.550781, 0.741645], [-2.257327, 1.406190, -0.791773], [-3.404825, 2.298696, -1.324563], [-2.344800, -0.035730, -1.306889], [-0.962010, -0.666440, -1.639930], [-0.443354, -2.080006, -0.476777], [-2.165015, -3.429915, -1.124842], [-3.273830, -3.333363, -0.177765], [-2.682030, -3.161923, -2.456403], [-1.697874, -5.279553, -1.082121], [-2.270801, -5.910844, -2.095319], [-0.374737, -5.370076, -1.224102], [-2.118610, -5.991100, 0.214869], [-3.394868, -6.176477, 0.276594], [-1.569552, -7.209093, 0.276927], [-1.680165, -5.319969, 1.245691], [-5.982710, -1.716708, 0.869168], [-6.791216, -0.140989, 0.683083], [-7.036773, -1.186161, 2.150600], [-4.197853, -1.840068, 3.247130], [-3.999417, -0.210429, 3.888897], [-5.575962, -1.098891, 4.026134], [-4.843012, 1.649905, 1.243536], [-2.701666, -0.505060, 1.292990], [-2.526106, 0.624301, 2.618617], [-2.483615, 2.535552, 1.035823], [-1.058192, 1.538256, 1.044511], [-1.347699, 1.832060, -1.225370], [-4.317712, 1.700465, -1.361357], [-3.524742, 3.205397, -0.732745], [-3.181314, 2.608897, -2.349608], [-2.861651, 0.018153, -2.270391], [-2.946994, -0.702459, -0.689984], [-0.145404, 0.079537, -1.625536], [-1.002533, -1.037032, -2.665811], [-1.178755, -1.540825, 0.651271], [-0.008313, -3.175710, 0.399665], [0.355501, -2.687855, -1.533325], [0.702584, -1.291267, -0.023259], [-1.933682, 2.315856, 4.192170], [-1.310009, 1.552296, 5.084453], [-1.201456, 1.870445, 6.430379], [-1.771953, 3.053718, 6.870241], [-2.424692, 3.863892, 5.953849], [-2.477962, 3.448063, 4.631214], [-0.877281, 0.638111, 4.688114], [-0.684050, 1.208573, 7.112285], [-1.709653, 3.341192, 7.913002], [-2.883437, 4.795810, 6.256695], [-2.982052, 4.045802, 3.878401], [1.640941, 2.197129, -1.223162], [2.836786, 2.234503, -0.639671], [4.031294, 2.386094, -1.328344], [3.980340, 2.501791, -2.706081], [2.750600, 2.464086, -3.336630], [1.615627, 2.312041, -2.554728], [2.827866, 2.136318, 0.440983], [4.973730, 2.411747, -0.797158], [4.890566, 2.620253, -3.282756], [2.670557, 2.550877, -4.411664], [0.629344, 2.278616, -3.005301], [2.475395, -2.935266, -3.574299], [3.571037, -2.513794, -4.202180], [4.757442, -3.230287, -4.257386], [4.810170, -4.457448, -3.618732], [3.683018, -4.914205, -2.957797], [2.544295, -4.119510, -2.965501], [3.484874, -1.545444, -4.685621], [5.615277, -2.835638, -4.786295], [5.717638, -5.049585, -3.635912], [3.682364, -5.866945, -2.445390], [1.638236, -4.437890, -2.461287], [3.300588, 5.774674, -4.613515], [4.497673, 5.809739, -4.028624], [5.690223, 5.956796, -4.721360], [5.638649, 6.069335, -6.100675], [4.404984, 6.033149, -6.727846], [3.272554, 5.886761, -5.940237], [4.489408, 5.713483, -2.948082], [6.633448, 5.981371, -4.192289], [6.547455, 6.183921, -6.678710], [4.320229, 6.117105, -7.802902], [2.284815, 5.857030, -6.388276], [0.147376, -1.936369, 4.912687], [1.286989, -1.305315, 5.201514], [2.543352, -1.863430, 5.032139], [2.624880, -3.153666, 4.534451], [1.455513, -3.826054, 4.226544], [0.248682, -3.174283, 4.432219], [1.175980, -0.296765, 5.587858], [3.433406, -1.301079, 5.281229], [3.587693, -3.626994, 4.385933], [1.474995, -4.833140, 3.833509], [-0.691937, -3.661623, 4.200418]],
  "forces_ev_per_angstrom": [[-0.412, 0.149, 1.210], [-0.636, 0.050, 0.751], [0.782, -1.323, -1.393], [0.733, 0.125, -0.270], [-0.469, 1.133, 1.747], [-0.211, -0.318, -0.002], [0.066, 0.612, 0.355], [0.247, -0.734, -0.271], [0.617, 0.372, -1.075], [-0.806, -0.163, -0.051], [3.808, 1.727, 0.986], [-2.773, 0.536, -0.298], [0.196, -0.405, 1.128], [0.892, -0.518, -1.036], [-0.495, 0.788, 0.412], [-0.471, -0.542, -0.824], [1.013, -0.301, -0.016], [1.146, 0.129, -0.977], [-1.954, 0.094, 0.165], [0.685, -0.908, -0.110], [0.277, 0.648, 1.252], [0.045, 0.072, -0.204], [-0.033, 0.030, -0.030], [-0.369, 0.115, -0.279], [0.003, -0.021, 0.216], [-0.099, -0.029, 0.327], [-0.097, 0.253, 0.046], [0.006, -0.410, -1.425], [0.215, 0.054, -0.175], [0.221, -0.070, -0.342], [0.132, 0.091, 0.012], [0.067, -0.183, -0.177], [0.102, -0.030, 0.080], [-0.226, 0.335, 0.171], [-0.176, -0.044, 0.088], [-0.066, -0.065, -0.036], [-0.223, -0.035, 0.083], [-0.033, 0.133, 0.155], [-0.327, -0.340, 0.321], [0.055, -0.251, 0.043], [-0.689, -0.330, -0.368], [-0.381, -0.260, -0.065], [-0.355, -0.158, -0.227], [0.017, -0.185, 0.076], [0.008, 0.273, 0.216], [0.112, -0.216, -0.197], [-0.032, 0.099, 0.013], [0.007, 0.019, 0.065], [0.016, -0.042, 0.009], [-0.026, -0.026, -0.083], [-0.045, -0.061, 0.091], [-0.014, -0.027, -0.026], [-0.005, -0.001, -0.010], [-0.009, -0.003, -0.020], [-0.007, 0.035, 0.044], [0.213, 0.121, -0.348], [-0.181, -0.029, 0.163], [-0.029, 0.009, 0.009], [0.187, 0.010, -0.082], [-0.071, -0.029, -0.004], [-0.152, -0.043, 0.282], [0.056, -0.014, -0.005], [-0.019, -0.023, 0.023], [-0.013, -0.003, -0.002], [-0.037, 0.019, 0.011], [0.024, -0.027, -0.041], [0.260, -0.157, -0.068], [-0.153, 0.089, 0.013], [0.008, 0.025, -0.004], [0.088, -0.087, 0.017], [0.016, 0.040, -0.032], [-0.218, 0.095, 0.018], [0.060, -0.006, -0.017], [-0.015, 0.021, 0.001], [-0.008, 0.007, 0.000], [-0.038, 0.009, 0.008], [0.022, 0.019, 0.028], [0.195, 0.052, -0.115], [-0.168, -0.009, 0.110], [-0.022, -0.009, -0.012], [0.092, 0.009, -0.056], [0.007, -0.001, 0.017], [-0.152, -0.019, 0.081], [0.054, -0.014, -0.007], [-0.018, -0.007, 0.021], [-0.009, -0.003, 0.006], [-0.027, -0.005, 0.008], [0.033, -0.001, -0.055], [0.282, 0.036, 0.065], [-0.204, 0.008, -0.005], [-0.004, 0.000, 0.008], [0.070, -0.060, -0.017], [0.044, 0.025, 0.037], [-0.263, 0.042, -0.014], [0.085, 0.016, -0.006], [-0.020, 0.021, -0.002], [-0.009, 0.009, -0.012], [-0.043, 0.022, -0.039], [0.044, -0.035, -0.062]],
  "spin_multiplicity": 1,
  "orbital_gap_ev": 6.2204,
  "charge": -1,
  "max_force_ev_per_a": 4.3
}